Computed, not measured: one molecule with the formula C5H13N at a distorted geometry, with ωB97M-V/def2-TZVPD.

Structure (ORCA input):
```
! wB97M-V def2-TZVPD RIJCOSX def2/J DEFGRID3
* xyz 0 1
C -1.351 -1.109 -0.280
C -0.305 -0.063 -0.080
C -0.503 1.182 -1.022
C -0.478 0.564 1.387
C 1.075 -0.823 -0.075
N 2.188 0.130 -0.145
H -2.348 -0.476 -0.362
H -1.565 -1.903 0.472
H -1.307 -1.673 -1.259
H -1.225 2.049 -0.679
H 0.492 1.688 -1.304
H -0.751 0.769 -2.059
H -0.418 -0.094 2.231
H 0.245 1.386 1.463
H -1.491 1.168 1.468
H 1.086 -1.511 0.883
H 1.231 -1.451 -1.027
H 2.327 0.528 0.765
H 3.099 -0.360 -0.373
*
```

E_LUMO = 0.906 eV
HOMO-LUMO gap = 10.26 eV
electronic energy = -6884.787 eV
energy relative to the best compared isomer or geometry (same formula, charge and spin) = 32.5 kcal per mole
SMILES = CC(C)(C)CN

=====

Computed, not measured: one molecule with the formula C2H4F2S at a distorted geometry, with ωB97M-V/def2-TZVPD.

Structure (ORCA input):
```
! wB97M-V def2-TZVPD RIJCOSX def2/J DEFGRID3
* xyz 0 1
F -2.100 -0.608 -0.020
C -0.915 0.084 -0.183
F -1.079 1.437 0.176
C 0.393 -0.465 0.256
S 2.108 0.091 -0.020
H -0.615 0.172 -1.142
H 0.392 -1.361 -0.118
H 0.219 -0.718 1.340
H 1.596 1.368 -0.291
*
```

E_LUMO = 0.792 eV
HOMO-LUMO gap = 10.52 eV
electronic energy = -18407.286 eV
energy relative to the best compared isomer or geometry (same formula, charge and spin) = 44.0 kcal per mole
SMILES = FC(F)CS

=====

Computed, not measured: a 2-piece molecular cluster, C3H9NO2S overall at a distorted geometry, with ωB97M-V/def2-TZVPD.

Structure (ORCA input):
```
! wB97M-V def2-TZVPD RIJCOSX def2/J DEFGRID3
* xyz 0 1
O -2.367 -0.915 -0.624
C -1.316 -0.784 -1.211
N -0.265 -0.032 -0.791
C 1.125 -0.315 -1.047
C 2.043 0.112 0.071
S 1.540 -0.484 1.706
H -1.136 -1.396 -2.107
H -0.522 0.329 0.114
H 1.231 -1.379 -1.293
H 1.427 0.197 -1.974
H 3.057 -0.206 -0.163
H 2.051 1.201 0.142
H 1.050 0.670 2.268
O -2.047 2.288 0.028
H -2.672 2.967 -0.221
H -2.660 1.551 -0.142
*
```

E_LUMO = 0.719 eV
HOMO-LUMO gap = 10.18 eV
electronic energy = -19677.119 eV
energy relative to the best compared isomer or geometry (same formula, charge and spin) = 29.8 kcal per mole
SMILES = O=CNCCS.O

=====

Computed, not measured: C19H27BN11Sc as an isolated structure, with ωB97M-V/def2-TZVPD.

Structure (ORCA input):
```
! wB97M-V def2-TZVPD RIJCOSX def2/J DEFGRID3
* xyz 2 1
Sc -0.529 0.333 0.089
B -3.136 0.948 0.645
N -3.268 -0.310 -0.236
C -4.302 -0.907 -0.827
C -3.835 -1.991 -1.560
C -2.464 -1.988 -1.366
N -2.116 -0.971 -0.561
N -2.648 2.186 -0.157
C -3.262 3.265 -0.633
C -2.317 4.089 -1.237
C -1.114 3.425 -1.078
N -1.309 2.268 -0.421
H -2.167 0.694 1.388
H -4.112 1.173 1.284
H -5.305 -0.536 -0.686
H -4.421 -2.684 -2.137
H -1.715 -2.660 -1.758
H -4.324 3.394 -0.505
H -2.487 5.042 -1.706
H -0.126 3.720 -1.395
N -0.040 -0.710 2.080
C 1.378 -0.568 2.500
C 1.846 0.827 2.150
N 1.589 1.061 0.703
H -0.642 -0.284 2.785
H -0.312 -1.692 2.082
H 1.969 -1.308 1.958
H 1.503 -0.767 3.563
H 2.898 0.956 2.401
H 1.279 1.569 2.716
H 2.304 0.594 0.148
H 1.711 2.051 0.498
C 1.673 -2.154 -1.368
C 1.030 -1.162 -2.273
N 0.379 -0.068 -1.893
C -0.101 0.535 -3.052
C 0.276 -0.205 -4.116
N 1.004 -1.265 -3.613
C 1.404 -2.438 -4.387
N 0.273 -3.300 -4.564
N -0.363 -3.744 -3.451
N -1.308 -4.530 -3.787
C -1.309 -4.654 -5.160
C -2.141 -5.405 -5.999
C -1.897 -5.323 -7.347
C -0.856 -4.519 -7.861
C -0.030 -3.776 -7.051
C -0.283 -3.865 -5.680
H 1.482 -1.889 -0.326
H 2.753 -2.195 -1.509
H 1.254 -3.146 -1.541
H -0.674 1.445 -3.025
H 0.108 -0.083 -5.172
H 2.212 -2.941 -3.859
H 1.772 -2.120 -5.359
H -2.930 -6.021 -5.591
H -2.507 -5.887 -8.039
H -0.702 -4.493 -8.931
H 0.770 -3.178 -7.468
*
```

E_LUMO = -5.856 eV
HOMO-LUMO gap = 7.62 eV
electronic energy = -57900.221 eV
energy relative to the best compared isomer or geometry (same formula, charge and spin) = 2.8 kcal per mole

=====

Computed, not measured: one molecule with the formula C2H7N3S at a distorted geometry, with ωB97M-V/def2-TZVPD.

Structure (ORCA input):
```
! wB97M-V def2-TZVPD RIJCOSX def2/J DEFGRID3
* xyz 0 1
C -0.181 -0.154 1.279
C 0.949 0.162 0.300
N -0.928 1.838 0.402
N -1.319 0.646 0.959
N -0.064 0.085 -1.870
S 0.278 1.434 -0.779
H -0.411 -1.228 1.209
H 0.050 -0.066 2.295
H 1.939 0.447 0.671
H 1.087 -0.645 -0.431
H -2.045 0.176 0.397
H 0.304 0.343 -2.844
H -1.095 -0.153 -1.946
*
```

E_LUMO = 0.542 eV
HOMO-LUMO gap = 8.53 eV
electronic energy = -17489.277 eV
energy relative to the best compared isomer or geometry (same formula, charge and spin) = 83.8 kcal per mole

=====

Computed, not measured: C33H46P2SiW as an isolated structure at a distorted geometry, with ωB97M-V/def2-TZVPD.

Structure (ORCA input):
```
! wB97M-V def2-TZVPD RIJCOSX def2/J DEFGRID3
* xyz 2 3
P 0.476 -1.705 -1.868
P -0.245 1.987 -1.348
C -0.111 -0.432 -3.054
C 0.220 1.050 -2.887
H -1.192 -0.567 -3.215
H 0.395 -0.733 -3.977
H 1.264 1.261 -3.161
H -0.382 1.585 -3.628
C -1.925 2.601 -1.680
H -2.238 3.282 -0.877
H -2.646 1.775 -1.761
H -1.922 3.166 -2.626
C 0.795 3.468 -1.618
H 0.408 4.037 -2.474
H 1.838 3.194 -1.825
H 0.773 4.110 -0.733
C -0.811 -2.982 -1.929
H -0.779 -3.560 -0.996
H -0.605 -3.638 -2.787
H -1.806 -2.527 -2.032
C 1.999 -2.427 -2.530
H 2.774 -1.661 -2.680
H 1.775 -2.924 -3.484
H 2.376 -3.159 -1.800
W 0.631 0.064 -0.335
C 0.668 1.596 -5.853
C -0.675 1.688 -5.787
C -1.615 0.939 -6.680
C -1.259 -0.542 -6.990
C -0.470 -1.295 -5.964
C 0.876 -1.383 -5.951
C 1.773 -0.563 -6.826
C 1.404 0.938 -6.981
C 0.096 -1.515 0.968
H 1.316 2.123 -5.143
H -1.179 2.445 -5.171
H -1.728 1.456 -7.649
H -2.611 0.960 -6.211
H -2.225 -1.065 -7.083
H -0.763 -0.591 -7.972
H -1.081 -1.871 -5.260
H 1.393 -2.164 -5.381
H 1.818 -0.986 -7.845
H 2.795 -0.626 -6.420
H 2.362 1.474 -7.080
H 0.853 1.072 -7.925
H 0.499 -1.326 1.971
H 0.412 -2.507 0.616
H -1.001 -1.449 1.010
C -1.043 6.142 2.216
C 0.236 5.666 1.909
C 0.436 4.303 1.676
C -0.641 3.404 1.699
C -1.916 3.883 2.031
C -2.116 5.246 2.286
Si -0.336 1.566 1.375
C 1.496 1.426 1.946
C 2.455 0.828 1.057
C 3.583 0.183 1.625
C 3.843 0.300 2.993
C 2.983 1.036 3.819
C 1.809 1.609 3.297
C -1.591 0.737 2.556
C -1.195 0.269 3.813
C -2.134 -0.323 4.669
C -3.468 -0.447 4.272
C -3.862 0.004 3.008
C -2.924 0.586 2.147
H -1.202 7.206 2.401
H 1.079 6.355 1.852
H 1.447 3.939 1.474
H -2.757 3.188 2.101
H -3.116 5.606 2.538
H 2.421 0.940 -0.099
H 4.240 -0.397 0.973
H 4.734 -0.160 3.427
H 3.210 1.174 4.876
H 1.132 2.173 3.951
H -0.153 0.353 4.128
H -1.811 -0.690 5.644
H -4.197 -0.899 4.944
H -4.897 -0.099 2.688
H -3.233 0.924 1.156
*
```

E_LUMO (alpha / beta) = -7.420 / -7.249 eV
HOMO-LUMO gap (alpha / beta) = 6.17 / 6.42 eV
electronic energy = -63227.587 eV
energy relative to the best compared isomer or geometry (same formula, charge and spin) = 0.0 kcal per mole
expectation value of S² = 2.042

=====

Computed, not measured: an isolated ion of composition C7H14N and charge +1 at a distorted geometry, with ωB97M-V/def2-TZVPD.

Structure (ORCA input):
```
! wB97M-V def2-TZVPD RIJCOSX def2/J DEFGRID3
* xyz 1 1
C -2.103 -1.302 0.757
C -1.903 0.043 0.132
C -0.948 0.430 -0.713
C -0.949 1.888 -1.177
C 0.317 -0.421 -1.223
C 1.291 -1.267 -0.353
N 2.064 -0.836 0.580
C 2.249 0.576 1.154
H -1.305 -1.467 1.524
H -2.179 -2.009 0.004
H -3.081 -1.349 1.353
H -2.579 0.794 0.548
H -0.873 2.503 -0.292
H -1.796 2.191 -1.744
H -0.076 1.864 -1.668
H 0.865 0.497 -1.531
H 0.042 -0.870 -2.148
H 1.227 -2.300 -0.574
H 2.653 -1.509 1.050
H 1.215 0.724 1.482
H 3.079 0.445 1.820
H 2.495 1.224 0.380
*
```

E_LUMO = -4.632 eV
HOMO-LUMO gap = 8.18 eV
electronic energy = -8967.097 eV
energy relative to the best compared isomer or geometry (same formula, charge and spin) = 45.7 kcal per mole
SMILES = C/C=C(/C)C/C=[NH+]\C

=====

Computed, not measured: one molecule with the formula C5H6O at a distorted geometry, with ωB97M-V/def2-TZVPD.

Structure (ORCA input):
```
! wB97M-V def2-TZVPD RIJCOSX def2/J DEFGRID3
* xyz 0 1
C -0.701 -1.741 -0.382
C 0.572 -1.412 -0.190
C 0.481 -0.076 0.059
C -0.775 0.790 0.175
C 1.743 0.678 0.163
O 1.774 1.889 0.197
H -1.141 -1.571 -1.370
H -1.363 -1.878 0.477
H -1.134 0.838 1.216
H -0.409 1.773 -0.090
H -1.713 0.658 -0.422
H 2.665 0.052 0.165
*
```

E_LUMO (alpha / beta) = -0.576 / -0.577 eV
HOMO-LUMO gap (alpha / beta) = 8.78 / 8.78 eV
electronic energy = -7324.987 eV
energy relative to the best compared isomer or geometry (same formula, charge and spin) = 99.1 kcal per mole
SMILES = C=C=C(C)C=O

=====

Computed, not measured: a 2-piece molecular cluster, C3H10N2O3P overall at a distorted geometry, with ωB97M-V/def2-TZVPD.

Structure (ORCA input):
```
! wB97M-V def2-TZVPD RIJCOSX def2/J DEFGRID3
* xyz -1 1
C 0.542 0.741 -2.641
C 1.013 0.939 -0.237
C -0.584 -1.053 0.696
N -1.622 -0.368 0.117
N 0.328 1.458 -1.376
O -1.658 -0.669 3.045
O 0.088 -2.594 2.679
O 0.785 -0.061 2.913
P -0.425 -1.215 2.442
H -0.365 0.904 -3.165
H 1.239 1.254 -3.134
H 0.797 -0.317 -2.554
H 1.146 1.652 0.529
H 1.940 0.478 -0.449
H 0.298 -1.485 0.068
H -2.427 -0.169 0.624
H -1.905 -0.637 -0.794
H -0.614 1.536 -1.041
H 1.424 -0.394 2.276
*
```

E_LUMO (alpha / beta) = 3.379 / 3.371 eV
HOMO-LUMO gap (alpha / beta) = 7.03 / 6.20 eV
electronic energy = -21684.813 eV
energy relative to the best compared isomer or geometry (same formula, charge and spin) = 95.1 kcal per mole

=====

Computed, not measured: C19H14BrClF6O3SbV as an isolated structure at a distorted geometry, with ωB97M-V/def2-TZVPD.

Structure (ORCA input):
```
! wB97M-V def2-TZVPD RIJCOSX def2/J DEFGRID3
* xyz 0 3
V -0.303 -1.043 1.478
Br -0.870 1.388 2.560
C 0.760 1.414 3.546
C 0.887 2.359 4.518
C 2.122 2.469 5.195
C 3.162 1.662 4.840
C 3.023 0.689 3.819
C 4.126 -0.108 3.422
C 3.982 -1.016 2.419
C 2.726 -1.206 1.798
C 1.604 -0.503 2.161
C 1.780 0.508 3.164
H 0.069 3.024 4.756
H 2.237 3.209 5.975
H 4.121 1.761 5.332
H 5.076 0.034 3.921
H 4.826 -1.613 2.100
H 2.667 -1.958 1.020
C -0.487 1.297 -4.355
C -1.902 1.068 -3.938
C -2.867 1.996 -4.229
C -4.211 1.790 -3.897
Cl -5.350 2.996 -4.262
C -4.649 0.599 -3.281
C -3.729 -0.354 -2.993
C -2.340 -0.134 -3.264
O -1.593 -1.139 -2.912
C -0.261 -1.019 -2.364
C -0.393 -0.007 -1.214
O -1.015 1.017 -1.391
O 0.225 -0.339 -0.128
H -0.439 2.157 -5.019
H -0.084 0.433 -4.886
H 0.142 1.498 -3.488
H -2.597 2.916 -4.729
H -5.695 0.477 -3.039
H -3.978 -1.281 -2.495
H 0.448 -0.664 -3.105
H 0.000 -2.020 -2.046
F -1.980 -1.142 0.670
Sb 0.153 -3.452 0.547
F -0.730 -1.710 3.037
F -0.864 -3.663 -1.081
F 1.553 -4.371 1.460
F 1.553 -3.106 -0.756
F -0.907 -4.914 1.136
*
```

E_LUMO (alpha / beta) = -1.130 / -4.222 eV
HOMO-LUMO gap (alpha / beta) = 7.01 / 3.94 eV
electronic energy = -157169.839 eV
energy relative to the best compared isomer or geometry (same formula, charge and spin) = 63.3 kcal per mole
expectation value of S² = 2.034

=====

Computed, not measured: a 2-piece molecular cluster, CH3NO2P overall at a distorted geometry, with ωB97M-V/def2-TZVPD.

Structure (ORCA input):
```
! wB97M-V def2-TZVPD RIJCOSX def2/J DEFGRID3
* xyz -1 1
C 0.985 0.521 0.269
N 1.720 1.199 -0.485
O -2.565 0.516 0.691
O -1.579 -1.613 -0.182
P -1.723 0.068 -0.428
H 1.356 -0.025 1.175
H 2.730 1.292 -0.254
H -0.925 -1.958 -0.786
*
```

E_LUMO = 4.358 eV
HOMO-LUMO gap = 6.35 eV
electronic energy = -15959.379 eV
energy relative to the best compared isomer or geometry (same formula, charge and spin) = 35.1 kcal per mole

=====

Computed, not measured: one molecule with the formula C3H8N2O2 at a distorted geometry, with ωB97M-V/def2-TZVPD.

Structure (ORCA input):
```
! wB97M-V def2-TZVPD RIJCOSX def2/J DEFGRID3
* xyz 0 1
N -1.598 1.828 -0.573
C -0.728 0.781 -0.642
O -0.878 -0.094 -1.494
N 0.359 0.905 0.233
C 1.141 -0.327 0.522
C 0.284 -1.581 0.811
O -0.091 -2.221 -0.374
H -2.538 1.493 -0.681
H -1.462 2.448 0.215
H 0.810 1.526 -0.473
H 1.808 -0.106 1.372
H 1.733 -0.619 -0.349
H -0.580 -1.345 1.466
H 0.922 -2.286 1.353
H -0.455 -1.506 -0.939
*
```

E_LUMO = 0.706 eV
HOMO-LUMO gap = 10.36 eV
electronic energy = -10315.647 eV
energy relative to the best compared isomer or geometry (same formula, charge and spin) = 30.1 kcal per mole
SMILES = NC(=O)NCCO